Entry 1:
The following is a DFT calculation (ωB97M-V/def2-TZVPD) of C3H9N3 in the gas phase at a distorted geometry.

Last column: Mulliken charge in e.
Cartesian coordinates (Å):
H  -1.90385  0.73313  -2.64696  0.249
N  -1.02694  0.51310  -2.09092  -0.624
C  -0.97665  0.61129  -0.82022  0.365
N  -2.04127  0.99859  0.02363  -0.413
N  0.32544  0.69749  -0.22702  -0.390
C  0.46275  -0.51569  0.64071  -0.178
C  1.90899  -0.99342  0.72665  -1.070
H  -1.83773  1.39206  0.92254  0.229
H  -2.90615  0.49851  -0.04114  0.209
H  1.10710  0.79037  -0.85805  0.299
H  0.12432  -0.23509  1.66441  0.167
H  -0.19859  -1.32968  0.26868  0.249
H  2.45930  -0.50375  1.52637  0.305
H  2.03053  -2.00244  1.09567  0.331
H  2.47274  -0.65447  -0.18435  0.274

The total energy comes out at -7726.5798 eV. As for the HOMO-LUMO gap: 10.072 eV. The energy relative to the best compared isomer or geometry (same formula, charge and spin) comes out at 22.9 kcal/mol. The calculation puts the HOMO energy at -9.03 eV.

---

Entry 2:
The following is a DFT calculation (ωB97M-V/def2-TZVPD) of C4H9NO2 in the gas phase.

Last column: Mulliken charge in e.
Cartesian coordinates (Å):
C  -1.20518  1.36727  -0.30769  -1.531
C  -0.31512  0.34835  0.39515  0.544
C  -0.85675  -1.08079  0.20114  -0.711
O  -0.34171  -2.01888  1.10405  -0.556
N  1.03363  0.55999  -0.18189  -0.149
C  2.07128  -0.29526  -0.29123  0.073
O  2.24757  -1.35777  0.27591  -0.626
H  -0.77456  2.37183  -0.22438  0.403
H  -2.20200  1.37958  0.13365  0.392
H  -1.28771  1.12145  -1.37381  0.374
H  -0.30038  0.52580  1.47822  0.144
H  -1.93923  -1.04614  0.38405  0.342
H  -0.71565  -1.38068  -0.85238  0.331
H  0.62545  -2.02843  0.98394  0.417
H  1.19119  1.40253  -0.69091  0.234
H  2.76917  0.13115  -1.03381  0.318

The total energy comes out at -9879.1540 eV. As for the HOMO-LUMO gap: 10.686 eV. The energy relative to the best compared isomer or geometry (same formula, charge and spin) comes out at 20.9 kcal/mol. The calculation puts the HOMO energy at -9.96 eV.

---

Entry 3:
The following is a DFT calculation (ωB97M-V/def2-TZVPD) of C4H9NO2 in the gas phase at a distorted geometry.

Last column: Mulliken charge in e.
Cartesian coordinates (Å):
C  0.00417  1.79005  0.90136  -0.883
N  0.93130  0.88172  0.25246  -0.345
C  0.40482  -0.32719  -0.40342  -0.053
C  -0.73741  -0.04987  -1.33234  0.028
O  -0.96855  -0.79396  -2.25363  -0.526
C  0.13210  -1.49069  0.62512  -0.413
O  -0.28273  -2.63614  -0.08253  -0.497
H  -0.79477  2.28075  0.31482  0.300
H  0.56164  2.61342  1.34494  0.326
H  -0.48683  1.24048  1.70394  0.298
H  1.40106  1.38714  -0.48817  0.297
H  1.18778  -0.75241  -1.03130  0.292
H  -1.30054  0.87811  -1.15035  0.274
H  1.09283  -1.65840  1.10552  0.277
H  -0.50615  -1.05222  1.40216  0.240
H  -0.63872  -2.31079  -0.90858  0.383

The total energy comes out at -9877.6732 eV. As for the HOMO-LUMO gap: 9.854 eV. The energy relative to the best compared isomer or geometry (same formula, charge and spin) comes out at 55.1 kcal/mol. The calculation puts the HOMO energy at -9.27 eV.

---

Entry 4:
The following is a DFT calculation (ωB97M-V/def2-TZVPD) of 2 unconnected molecules or ions with the total composition C9H14 at a distorted geometry.

Last column: Mulliken charge in e.
Cartesian coordinates (Å):
C  -1.47330  -0.72706  -1.77370  -0.591
C  -1.11058  -0.62086  -3.29935  -1.057
H  -0.60333  -0.88201  -1.12591  0.145
H  -1.96148  0.24437  -1.38175  0.216
H  -2.15885  -1.48084  -1.46955  0.399
H  -0.98147  0.39228  -3.35245  0.300
H  -0.55285  -1.32059  -3.88760  0.369
H  -2.08429  -0.80531  -3.83142  0.281
C  2.46515  1.69693  1.32343  -1.225
C  1.49083  -0.62887  1.43138  -0.385
C  1.37209  0.77177  1.34270  0.811
C  0.34361  -1.42873  1.50753  -0.254
C  -0.02529  1.29943  1.13078  -0.125
C  -0.94431  -0.93583  1.35083  -0.416
C  -1.13688  0.43681  1.13542  -0.565
H  2.46983  -0.98996  1.41687  0.524
H  0.47471  -2.58103  1.69767  0.316
H  1.98916  2.61767  1.07350  0.355
H  3.30772  1.49441  0.61191  0.364
H  -0.02901  2.43493  1.08711  0.298
H  -1.86768  -1.49424  1.65751  0.413
H  -2.14340  0.89582  1.16290  0.457
H  3.15963  1.61092  2.19220  0.368

The total energy comes out at -9549.6147 eV. As for the HOMO-LUMO gap (spin up / spin down): 9.918 / 6.099 eV. The net charge is +1. The energy relative to the best compared isomer or geometry (same formula, charge and spin) comes out at 42.1 kcal/mol. The expectation value of S² is 0.771. The calculation puts the HOMO energy (spin up / spin down) at -14.26 / -14.29 eV. Its spin multiplicity is 2.